1.
The following is a quantum chemistry calculation of C33H66AsF6O33Tl as an isolated structure in a non-equilibrium geometry, from the Open Molecules 2025 dataset.

Last column: Löwdin spin population.
Cartesian coordinates (Å):
Tl  3.9549  -2.1291  -2.8870  0.0015
As  0.6750  -1.0397  -0.0791  0.0000
F  -0.7552  -0.8529  -1.1203  0.0005
F  -0.1786  -2.5614  0.5588  0.0001
F  2.0697  -1.2883  1.0413  0.0006
F  1.4866  0.4075  -0.7919  0.0000
F  0.0316  0.0127  1.2175  0.0000
F  1.4760  -1.9501  -1.3720  -0.0001
C  -1.7096  -4.8945  -2.4462  0.0000
O  -0.3839  -4.2953  -2.4317  0.0000
C  0.2562  -3.8946  -3.5464  0.0000
O  1.4127  -3.6786  -3.4243  0.0002
O  -0.4318  -4.0433  -4.7204  0.0000
C  0.1941  -3.5822  -5.9397  0.0000
H  -1.4920  -5.9274  -2.7181  0.0000
H  -2.3290  -4.4539  -3.2275  0.0000
H  -2.1110  -4.8361  -1.4345  -0.0001
H  1.0914  -2.9978  -5.7360  0.0000
H  -0.5060  -2.8893  -6.4064  0.0000
H  0.3503  -4.4470  -6.5845  0.0000
C  0.2411  1.7400  -3.3967  0.0000
O  0.3975  1.2427  -4.7290  0.0000
C  1.2002  0.1594  -4.9132  0.0000
O  1.6650  -0.6484  -4.0989  0.0003
O  1.3069  -0.1300  -6.2301  0.0000
C  0.6660  0.4838  -7.3547  0.0000
H  -0.0552  2.7814  -3.5224  0.0000
H  1.1332  1.8887  -2.7884  0.0000
H  -0.4203  1.0708  -2.8464  0.0000
H  1.2972  1.2803  -7.7487  0.0000
H  -0.3286  0.8913  -7.1736  0.0000
H  0.5680  -0.2951  -8.1109  0.0000
C  -2.9209  6.5854  0.8801  -0.0091
O  -2.4884  5.3548  1.4827  -0.1220
C  -1.1726  5.2128  1.8265  -0.0221
O  -0.3132  6.1459  1.7376  -0.7580
O  -1.0275  3.9646  2.2969  -0.0685
C  0.2386  3.3488  2.7189  -0.0009
H  -3.1931  7.3262  1.6318  -0.0032
H  -3.8711  6.5274  0.3492  -0.0017
H  -2.0761  6.9678  0.3071  -0.0039
H  1.1331  3.9427  2.5315  -0.0018
H  0.3442  2.2786  2.5411  -0.0004
H  0.1849  3.3884  3.8068  0.0002
C  4.2747  2.8034  1.2215  0.0004
O  4.1472  1.5575  0.5893  0.0005
C  4.3028  1.4551  -0.8078  0.0000
O  4.1309  0.3927  -1.4107  0.0008
O  4.3817  2.6839  -1.4171  0.0001
C  4.4984  2.8259  -2.7476  0.0000
H  5.2902  3.1845  1.1137  0.0001
H  3.9837  2.8140  2.2718  -0.0001
H  3.6822  3.5617  0.7097  0.0001
H  5.5444  2.7301  -3.0391  0.0000
H  4.2229  3.8641  -2.9331  0.0000
H  3.8389  2.1893  -3.3374  0.0000
C  -5.8637  -3.5804  -2.9176  0.0010
O  -5.0915  -3.6807  -1.6754  0.0747
C  -4.8832  -2.6394  -0.8829  0.0220
O  -5.2806  -1.4688  -0.9559  0.6940
O  -3.9861  -3.0765  0.0619  0.1769
C  -3.4140  -2.2231  0.9974  0.0133
H  -5.7842  -4.5518  -3.4056  0.0015
H  -5.5202  -2.9068  -3.7027  0.0005
H  -6.8926  -3.4052  -2.6033  0.0007
H  -2.6856  -1.6293  0.4453  0.0052
H  -2.7926  -2.7869  1.6932  0.0072
H  -4.1798  -1.6604  1.5312  0.0025
C  -2.7915  5.2700  -3.7386  0.0000
O  -2.2448  4.3037  -2.8388  -0.0003
C  -2.9140  3.9433  -1.7500  0.0000
O  -4.0965  4.2050  -1.5067  -0.0007
O  -2.0627  3.2068  -1.0047  -0.0013
C  -2.6568  2.3052  0.0105  -0.0003
H  -3.4286  4.7056  -4.4195  0.0000
H  -2.0286  5.7457  -4.3548  0.0000
H  -3.2748  6.0048  -3.0947  0.0000
H  -3.7190  2.4572  0.2017  -0.0001
H  -2.0414  2.3428  0.9094  0.0000
H  -2.6122  1.3075  -0.4264  0.0001
C  4.0888  -3.7088  2.5347  0.0007
O  4.9539  -2.5476  2.4777  -0.0310
C  5.2488  -2.0945  1.2425  -0.0110
O  4.8467  -2.5368  0.1516  0.3503
O  6.0611  -0.9579  1.3201  0.4702
C  6.1525  -0.1143  2.5350  0.0927
H  4.0579  -4.2397  3.4861  0.0000
H  4.4712  -4.3973  1.7812  0.0011
H  3.0555  -3.4613  2.2915  -0.0006
H  5.1587  0.2137  2.8398  0.0469
H  6.7252  0.7880  2.3209  0.0021
H  6.4266  -0.6721  3.4305  0.0299
C  -1.5526  0.2232  3.5868  0.0001
O  -2.0381  0.9836  4.6742  0.0000
C  -2.7869  2.1204  4.4594  -0.0001
O  -3.2919  2.5159  3.4409  -0.0042
O  -3.0895  2.5145  5.6948  -0.0008
C  -3.9889  3.5456  5.8707  -0.0001
H  -1.7851  -0.8250  3.7750  0.0000
H  -0.4957  0.4402  3.4320  0.0000
H  -2.0522  0.3459  2.6259  0.0000
H  -5.0121  3.2310  5.6649  0.0000
H  -3.8382  4.3438  5.1440  0.0000
H  -3.9078  4.1107  6.7992  0.0000
C  4.7324  -1.1996  7.5250  0.0008
O  5.0836  -0.1288  6.7768  0.0023
C  4.4887  0.3348  5.6513  0.0000
O  4.9477  1.3051  5.0385  0.0296
O  3.3148  -0.3507  5.2697  0.0058
C  2.4774  0.0532  4.2023  0.0031
H  4.9255  -1.9363  6.7452  0.0002
H  3.7130  -1.2557  7.9069  0.0002
H  5.3456  -1.2854  8.4221  0.0001
H  1.7915  -0.7887  4.1081  0.0004
H  3.0807  0.0288  3.2948  0.0013
H  1.9878  1.0225  4.2968  0.0003
C  -3.5010  -0.7209  -8.1433  0.0000
O  -3.7847  -1.0046  -6.7861  0.0000
C  -2.8211  -0.9135  -5.7945  0.0000
O  -1.6214  -0.7459  -5.9455  0.0000
O  -3.5221  -1.0056  -4.6607  0.0000
C  -2.8737  -0.8277  -3.4412  -0.0004
H  -3.5279  0.3300  -8.4311  0.0000
H  -4.2255  -1.1693  -8.8231  0.0000
H  -2.5627  -1.2194  -8.3865  0.0000
H  -1.9551  -1.3447  -3.1636  0.0000
H  -3.5716  -1.0845  -2.6442  -0.0005
H  -2.7513  0.2516  -3.3513  0.0000
C  0.3523  -1.8817  6.4209  0.0000
O  0.8371  -3.0131  5.7268  0.0000
C  0.3776  -3.3221  4.4847  0.0000
O  -0.4011  -2.6447  3.8267  0.0002
O  0.9730  -4.4402  4.1075  0.0000
C  0.7647  -5.0396  2.7854  0.0000
H  -0.7140  -1.6785  6.3224  0.0000
H  0.8931  -0.9844  6.1199  0.0000
H  0.6650  -2.0585  7.4500  0.0000
H  1.4395  -5.8883  2.6741  0.0000
H  0.8420  -4.2686  2.0188  0.0000
H  -0.2713  -5.3647  2.8814  0.0000

charge: +3
spin multiplicity: 2
HOMO (spin up / spin down): -15.9 / -15.9 eV
expectation value of S²: 1.791
Kohn-Sham gap (spin up / spin down): 3.22 / 3.11 eV

=====

2.
The following is a quantum chemistry calculation of one molecule with the formula C15H24N4O2S in a non-equilibrium geometry, from the Open Molecules 2025 dataset.

Last column: natural (NBO) charge in e.
Cartesian coordinates (Å):
C  0.7941  -0.4182  -5.2357  -0.6114
C  0.2961  -1.7849  -4.7754  -0.2007
C  0.7424  -2.8730  -5.7470  -0.6010
C  0.8139  -2.1077  -3.3614  -0.4526
C  0.2992  -1.1429  -2.3612  0.0429
N  -0.9087  -1.1284  -1.9270  -0.2722
N  -1.1691  -0.1620  -1.0527  -0.3143
C  -0.1434  0.5842  -0.8051  0.1999
N  -0.1609  1.6175  0.0864  -0.6446
C  0.9900  2.2006  0.5430  0.6922
O  2.0706  1.9505  0.0559  -0.5984
C  0.7816  3.0978  1.7422  -0.4905
C  0.5746  2.2065  2.9779  -0.4909
C  -0.7972  1.5405  2.9121  0.6982
O  -1.7248  2.1181  2.3554  -0.6851
N  -0.9656  0.3325  3.4747  -0.4238
C  0.0609  -0.5350  4.0059  -0.2111
C  0.4046  -1.6057  2.9666  -0.4087
C  -0.8511  -2.4064  2.6260  -0.3983
C  -1.9751  -1.4728  2.1799  -0.4201
C  -2.2071  -0.3834  3.2270  -0.2263
S  1.3061  0.1278  -1.6665  0.3932
H  0.4423  -0.2075  -6.2429  0.2118
H  0.4304  0.3682  -4.5788  0.2144
H  1.8821  -0.3890  -5.2382  0.1991
H  -0.7975  -1.7684  -4.7332  0.2097
H  0.3712  -3.8461  -5.4343  0.2075
H  1.8286  -2.9170  -5.7955  0.1993
H  0.3634  -2.6666  -6.7450  0.2104
H  1.9048  -2.0875  -3.3575  0.2122
H  0.4760  -3.1084  -3.0835  0.2336
H  -1.0485  1.8300  0.5388  0.4587
H  -0.0961  3.7289  1.5998  0.2478
H  1.6689  3.7163  1.8730  0.2385
H  0.6074  2.8229  3.8794  0.2442
H  1.3838  1.4801  3.0226  0.2215
H  0.9418  0.0308  4.3037  0.2111
H  -0.3434  -1.0169  4.9033  0.1979
H  1.1825  -2.2629  3.3577  0.2130
H  0.7886  -1.1217  2.0655  0.2027
H  -0.6322  -3.1253  1.8355  0.2174
H  -1.1695  -2.9647  3.5103  0.1915
H  -2.8970  -2.0365  2.0362  0.2159
H  -1.7185  -1.0081  1.2255  0.2283
H  -2.9490  0.3360  2.8797  0.2489
H  -2.5454  -0.8240  4.1700  0.1883

relative energy (zero: lowest compared OMol25 entry of this formula, charge and spin): 24.6 kcal per mole
spin multiplicity: 1
HOMO: -8.9 eV
SMILES: CC(C)Cc1nnc(NC(=O)CCC(=O)N2CCCCC2)s1
Kohn-Sham gap: 9.57 eV

=====

3.
The following is a quantum chemistry calculation of a 2-piece molecular cluster, C4H14N2O overall in a non-equilibrium geometry, from the Open Molecules 2025 dataset.

Last column: natural (NBO) charge in e.
Cartesian coordinates (Å):
C  0.9981  -1.5878  0.5056  -0.6240
C  0.5522  -0.9294  1.8117  -0.2013
N  -0.2851  0.2547  1.6521  -0.6438
C  0.2665  1.3130  0.7160  -0.2466
C  -0.4056  1.4463  -0.6175  -0.2190
N  0.2789  2.5123  -1.4760  -0.8814
H  1.5422  -0.9242  -0.0821  0.1999
H  1.7129  -2.4930  0.5779  0.2121
H  0.1190  -1.7584  -0.0429  0.1832
H  0.0124  -1.6413  2.2226  0.1888
H  1.3585  -0.5970  2.3827  0.1807
H  -1.2460  0.2121  1.5980  0.3614
H  0.0905  2.2977  1.2857  0.1873
H  1.4112  1.2352  0.8388  0.1968
H  -1.4813  1.7820  -0.2839  0.1608
H  -0.5096  0.6277  -1.2224  0.1893
H  0.3943  2.2483  -2.4452  0.3828
H  0.7929  3.1602  -1.0095  0.3691
O  -1.3068  -2.4945  -2.0429  -0.9338
H  -0.4842  -2.1502  -1.9096  0.4675
H  -1.6821  -2.8648  -1.2951  0.4703

relative energy (zero: lowest compared OMol25 entry of this formula, charge and spin): 74.0 kcal per mole
spin multiplicity: 1
HOMO: -8.4 eV
SMILES: CCNCCN.O
Kohn-Sham gap: 9.34 eV

=====

4.
The following is a quantum chemistry calculation of a 2-piece molecular cluster, C2H8N2PS overall in a non-equilibrium geometry, from the Open Molecules 2025 dataset.

Last column: natural (NBO) charge in e.
Cartesian coordinates (Å):
C  2.1679  0.2965  -0.6987  -0.8150
C  -0.3298  0.7897  0.2172  0.0940
N  -1.1451  -1.0931  -0.3649  -1.1159
N  -1.2350  1.2609  1.0383  -0.7591
P  -0.7054  -2.0175  0.7950  0.9769
S  1.3865  0.4418  0.8727  0.3378
H  2.9439  1.1022  -0.9610  0.2707
H  1.2668  0.2539  -1.4271  0.2366
H  2.8088  -0.6750  -0.9131  0.2687
H  -0.1893  1.1114  -0.8663  0.2479
H  -1.0740  0.9318  1.9830  0.4141
H  -2.1429  -1.0322  -0.9058  0.4521
H  -2.0272  1.8370  0.8044  0.4425
H  -1.7254  -3.2074  0.4262  -0.0514

charge: +1
relative energy (zero: lowest compared OMol25 entry of this formula, charge and spin): 77.0 kcal per mole
spin multiplicity: 1
HOMO: -13.5 eV
Kohn-Sham gap: 8.47 eV

=====

> What is the spin multiplicity in the third record?

1

=====

> Among the records above, which one has the highest spin multiplicity?

C33H66AsF6O33Tl

=====

> Which value of spin multiplicity does entry 1 give?

2

=====

> What is the spin multiplicity in the third record?

1